Below is C44H76F24N8O20S8Y as an isolated structure in a non-equilibrium geometry, with properties calculated with ωB97M-V with the def2-TZVPD basis set.

DFT total energy: -9285.39020 hartree
HOMO: -6.01 eV
Kohn-Sham gap: 6.61 eV

Structure (ORCA input):
```
! RIJCOSX wB97M-V def2-TZVPD def2/J DEFGRID3
* xyz -1 1
Y -1.080 -1.655 -2.032
C -0.121 2.313 -0.276
F -0.406 3.251 0.610
F -0.010 2.787 -1.486
F 1.024 1.746 0.104
S -1.491 1.076 -0.227
O -2.435 1.464 0.791
O -1.975 1.123 -1.601
N -0.802 -0.562 -0.128
S -0.752 -0.772 1.431
O -0.451 0.432 2.198
O -1.753 -1.587 2.025
C 0.885 -1.848 1.433
F 1.121 -2.415 2.610
F 0.710 -2.716 0.417
F 2.003 -1.185 1.154
C -0.880 -5.791 -0.104
F -0.235 -5.049 0.760
F -0.029 -6.560 -0.799
F -1.611 -6.658 0.588
S -1.839 -4.712 -1.389
O -2.944 -5.423 -1.995
O -2.141 -3.522 -0.616
N -0.738 -3.868 -2.445
S -0.430 -4.763 -3.751
O -0.885 -6.130 -3.747
O -0.633 -4.043 -4.983
C 1.474 -4.881 -3.457
F 1.962 -6.045 -3.875
F 2.100 -3.960 -4.171
F 1.752 -4.752 -2.150
C 1.594 1.260 -3.930
F 1.850 1.632 -2.698
F 0.669 2.007 -4.466
F 2.745 1.248 -4.569
S 0.966 -0.559 -3.975
O 1.645 -1.302 -4.981
O 1.084 -1.130 -2.621
N -0.797 -0.597 -3.996
S -1.247 -0.295 -5.499
O -0.216 0.087 -6.419
O -2.190 -1.291 -5.912
C -2.459 1.225 -5.290
F -3.429 1.042 -4.416
F -1.806 2.300 -4.794
F -2.929 1.619 -6.503
C 4.720 3.063 1.115
F 3.856 2.610 0.204
F 5.932 3.005 0.568
F 4.522 4.372 1.352
S 4.659 2.201 2.837
O 3.539 2.789 3.540
O 4.629 0.816 2.539
N 5.965 2.844 3.690
S 7.296 1.980 3.426
O 7.814 1.313 4.581
O 7.351 1.291 2.172
C 8.481 3.452 3.187
F 8.125 4.120 2.096
F 8.555 4.198 4.306
F 9.739 3.009 3.031
C -5.240 5.580 -1.751
C -3.737 5.709 -1.395
C -2.927 5.387 -2.654
C -1.475 5.643 -2.449
C -1.193 7.076 -2.195
C -2.015 7.695 -1.047
N -3.387 7.109 -0.971
O -4.001 7.501 0.250
C -1.240 7.499 0.304
C -2.111 9.159 -1.379
C -3.383 4.626 -0.384
H -5.580 4.854 -2.486
H -5.397 6.519 -2.306
H -5.990 5.832 -1.000
H -3.093 4.328 -2.878
H -3.270 5.814 -3.602
H -0.909 5.256 -3.308
H -1.015 4.924 -1.765
H -1.220 7.685 -3.097
H -0.171 7.035 -1.808
H -0.928 6.460 0.401
H -0.316 8.080 0.237
H -1.732 7.930 1.172
H -2.465 9.374 -2.386
H -2.712 9.705 -0.643
H -1.158 9.664 -1.200
H -3.340 3.613 -0.796
H -4.110 4.492 0.421
H -2.449 4.674 0.179
H -4.550 8.220 -0.078
C -5.830 0.023 -1.110
C -5.200 -1.377 -0.986
C -6.305 -2.433 -0.601
C -7.018 -3.002 -1.830
C -6.066 -3.524 -2.854
C -5.026 -2.415 -3.267
N -4.330 -1.892 -2.056
O -3.352 -0.971 -2.431
C -4.054 -3.071 -4.244
C -5.630 -1.225 -4.103
C -4.250 -1.339 0.273
H -6.169 0.323 -0.122
H -6.652 0.019 -1.823
H -4.987 0.675 -1.360
H -5.693 -3.288 -0.299
H -6.998 -2.044 0.140
H -7.696 -2.211 -2.165
H -7.647 -3.837 -1.508
H -6.728 -3.804 -3.673
H -5.440 -4.299 -2.409
H -4.009 -4.144 -4.050
H -4.308 -2.946 -5.294
H -3.037 -2.681 -4.193
H -6.711 -1.330 -4.258
H -5.613 -0.235 -3.648
H -5.281 -1.217 -5.132
H -4.016 -2.335 0.642
H -4.780 -0.898 1.119
H -3.342 -0.794 0.061
H -3.851 -0.171 -2.667
C -1.102 -3.287 5.722
C -1.596 -2.069 6.452
C -2.251 -2.434 7.803
C -1.259 -3.065 8.788
C -0.228 -1.920 9.076
C 0.471 -1.305 7.814
N -0.506 -1.094 6.748
O 0.072 -0.543 5.590
C 1.032 0.088 8.159
C 1.681 -2.256 7.490
C -2.677 -1.413 5.598
H -0.770 -3.022 4.718
H -1.918 -4.014 5.693
H -0.288 -3.810 6.226
H -2.680 -1.506 8.188
H -3.121 -3.075 7.633
H -0.761 -3.915 8.317
H -1.855 -3.576 9.547
H 0.502 -2.522 9.633
H -0.515 -1.285 9.916
H 0.240 0.726 8.560
H 1.731 0.094 8.998
H 1.450 0.509 7.248
H 1.416 -3.270 7.801
H 2.128 -2.225 6.499
H 2.458 -2.041 8.227
H -3.544 -2.048 5.406
H -2.309 -1.177 4.598
H -3.053 -0.558 6.165
H -0.613 0.068 5.296
C 6.615 -2.975 -4.009
C 6.922 -2.059 -2.818
C 6.393 -0.607 -3.098
C 4.934 -0.388 -2.750
C 4.750 -0.753 -1.277
C 5.179 -2.168 -0.856
N 6.389 -2.645 -1.597
O 6.734 -3.986 -1.351
C 5.601 -2.152 0.582
C 3.944 -3.036 -1.143
C 8.460 -1.780 -2.840
H 7.032 -3.957 -3.786
H 7.094 -2.577 -4.909
H 5.572 -3.119 -4.301
H 7.017 0.151 -2.625
H 6.461 -0.440 -4.177
H 4.204 -0.942 -3.349
H 4.689 0.664 -2.915
H 3.688 -0.622 -1.063
H 5.204 0.088 -0.745
H 6.096 -3.065 0.911
H 6.187 -1.292 0.913
H 4.703 -1.997 1.192
H 4.102 -3.454 -2.139
H 4.002 -3.924 -0.505
H 2.969 -2.586 -0.977
H 8.657 -1.006 -3.577
H 9.051 -2.678 -3.036
H 8.760 -1.494 -1.830
H 7.542 -3.860 -0.840
*
```

---

Below is a 12-piece molecular cluster, H26O13 overall in a non-equilibrium geometry, with properties calculated with ωB97M-V with the def2-TZVPD basis set.

DFT total energy: -993.35829 hartree
HOMO: -6.83 eV
Kohn-Sham gap: 6.22 eV

Structure (ORCA input):
```
! RIJCOSX wB97M-V def2-TZVPD def2/J DEFGRID3
* xyz 0 1
H -0.524 0.254 -1.728
H 0.806 -0.409 -1.125
H 0.303 3.445 2.206
H -0.606 2.187 2.164
H 2.609 1.023 2.187
H 3.426 1.788 3.239
H 3.715 0.407 -1.467
H 3.810 -0.881 -2.494
H -2.473 2.051 -1.290
H -3.383 2.091 -0.155
H -1.235 2.782 -2.540
H -1.373 4.227 -2.011
H -4.152 -0.757 -0.502
H -4.444 -1.640 -1.579
H 0.695 -0.679 2.970
H -0.028 -1.983 3.259
H -0.589 -1.743 -0.279
H -1.863 -1.316 0.382
H -3.326 -2.176 0.818
H -3.584 -3.734 0.718
H 1.393 -2.422 -1.959
H 1.323 -3.328 -0.768
H 5.335 -1.996 -0.916
H 4.069 -1.373 -0.197
H 0.227 1.365 -0.101
H -0.306 2.785 -0.057
O -0.073 -0.510 -1.355
O -0.556 3.030 2.488
O 3.422 1.624 2.304
O 4.335 -0.195 -2.039
O -3.384 2.201 -1.175
O -1.333 3.363 -1.783
O -4.321 -1.649 -0.609
O 0.870 -1.700 3.004
O -0.969 -1.705 0.598
O -3.897 -2.937 1.111
O 1.407 -2.367 -1.010
O 4.805 -1.163 -0.788
O -0.128 2.037 0.478
*
```

---

Below is an isolated ion of composition C5H10NO2 and charge -2 in a non-equilibrium geometry, with properties calculated with ωB97M-V with the def2-TZVPD basis set.

DFT total energy: -401.53009 hartree
HOMO (spin up / spin down): 4.06 / -0.01 eV
Kohn-Sham gap (spin up / spin down): 2.23 / 6.20 eV

Structure (ORCA input):
```
! RIJCOSX wB97M-V def2-TZVPD def2/J DEFGRID3
* xyz -2 2
C -0.483 -1.849 1.875
N 0.078 -1.462 0.584
C 0.037 1.285 -2.114
C 0.517 0.020 -1.250
C -0.262 -0.174 0.026
C -0.051 1.066 1.325
O -0.631 0.768 2.463
O -0.307 -3.030 2.101
H -0.981 -1.164 2.583
H 0.943 -1.964 0.308
H -1.045 0.934 -2.320
H -0.035 2.320 -1.592
H 0.747 1.341 -3.159
H 1.600 0.081 -1.100
H 0.380 -0.974 -1.854
H -1.378 -0.372 -0.310
H 1.118 1.101 1.476
H -0.248 2.073 0.958
*
```